71
Properties=species:S:1:pos:R:3:forces:R:3:lowdin_charge:R:1 method="wB97M-V/def2-TZVPD" relative_energy_kj_mol=87.8 multiplicity=2 homo_lumo_gap_ev="6.26 / 5.29" lumo_ev="-4.745 / -5.790" e_homo_ev="-11.00 / -11.08" fmax_ev_per_a=1.43 energy_ha=-7553.12915 total_charge=+1
Ir 0.35687 -0.51595 -0.16391 1.32 0.38 0.28 1.23
O 3.17683 1.80112 -1.47825 -0.04 -0.01 -0.02 -0.23
As 3.58610 0.71025 -0.17338 0.24 -0.01 0.02 0.91
O 4.50542 1.46149 0.93526 -0.07 -0.06 -0.11 -0.43
O 2.08158 0.26867 0.52844 -0.06 0.38 -0.10 -0.66
C 4.45083 -0.89184 -0.81111 0.05 -0.02 0.06 -0.24
C 5.78480 -0.98033 -0.43352 -0.02 0.02 -0.02 -0.07
C 6.52397 -2.11741 -0.74075 0.01 -0.01 0.00 -0.05
C 5.93266 -3.17352 -1.41130 0.03 0.00 0.01 -0.05
C 4.59624 -3.10124 -1.78373 -0.04 0.05 -0.04 -0.04
C 3.86458 -1.96571 -1.48258 0.04 -0.02 0.01 -0.27
S 2.16782 -1.91075 -1.96296 0.16 0.18 -0.15 0.52
O 1.39812 -2.20625 -0.67545 -0.12 -0.27 -0.12 -0.49
O 1.93416 -2.89489 -2.96473 0.02 -0.07 0.10 -0.24
O 1.90084 -0.50893 -2.27333 -0.51 -0.02 -0.03 -0.36
H 3.70552 2.60201 -1.35376 0.03 -0.02 0.04 0.06
H 6.23139 -0.15713 0.10983 0.00 0.00 0.00 0.10
H 7.56444 -2.17110 -0.44975 0.00 0.00 0.00 0.11
H 6.50793 -4.05753 -1.65112 0.00 0.00 0.00 0.12
H 4.11752 -3.90835 -2.32127 0.01 0.00 0.00 0.12
Br -9.45318 6.15064 4.09557 -0.06 0.04 0.05 0.83
C -8.18063 5.38632 2.95923 0.06 -0.05 -0.05 -0.68
C -8.25502 4.02051 2.67381 0.00 0.03 0.00 -0.10
C -7.31980 3.45082 1.84407 0.02 -0.04 -0.01 0.00
C -6.30318 4.24809 1.28908 -0.18 -0.07 -0.14 -0.25
C -6.24837 5.61811 1.57706 0.06 0.05 -0.02 0.00
C -7.18251 6.18871 2.41278 -0.02 -0.01 -0.01 -0.10
N -5.30314 3.75285 0.48050 0.39 0.46 0.06 0.10
N -5.38487 2.55957 0.09265 -0.36 -0.51 0.24 0.10
C -4.34013 1.77185 -0.13686 0.10 0.13 -0.33 -0.18
C -4.67218 0.50862 -0.72603 -0.04 0.04 0.05 0.04
C -3.77365 -0.48568 -0.92449 0.08 0.01 -0.01 0.04
C -2.41510 -0.27986 -0.54784 -0.09 0.06 0.02 -0.29
O -1.52920 -1.16458 -0.68385 0.02 -0.04 -0.01 -0.08
C -2.03761 1.02473 0.00034 0.04 -0.07 -0.04 -0.12
N -0.71635 1.15497 0.26736 -0.09 -0.15 -0.12 -0.05
C -0.23616 2.31160 0.69817 -0.05 0.07 0.00 -0.06
C -1.08368 3.40276 0.89280 0.07 -0.03 -0.01 0.01
C -2.43229 3.28292 0.65206 -0.08 0.00 0.04 0.04
C -2.94992 2.05858 0.19160 -0.01 -0.03 0.07 -0.05
H -9.04801 3.42426 3.10207 0.00 0.01 0.01 0.11
H -7.36524 2.39833 1.60069 0.00 0.00 0.02 0.12
H -5.46469 6.21390 1.12783 0.00 0.00 0.01 0.12
H -7.15230 7.24426 2.64082 0.01 0.00 0.00 0.11
H -5.71014 0.37326 -1.00127 -0.01 -0.01 0.04 0.13
H -4.04831 -1.43319 -1.36543 0.01 0.00 0.00 0.14
H 0.83059 2.34697 0.87789 0.01 0.00 0.00 0.12
H -0.66573 4.33982 1.23170 0.01 -0.01 0.00 0.13
H -3.09145 4.12408 0.79910 0.00 -0.01 0.03 0.11
C -0.32850 -1.68119 4.72762 0.01 0.01 0.01 -0.18
N 0.71758 -0.67414 4.54784 0.04 0.01 0.03 -0.14
C 2.02696 -1.32458 4.66277 0.03 0.01 0.03 -0.16
N 2.20128 -2.44969 3.74598 -0.05 -0.05 0.01 -0.13
C 1.11765 -3.41035 3.95845 0.02 0.05 -0.03 -0.17
N -0.21326 -2.81664 3.81763 0.04 -0.07 0.01 -0.14
C -0.42526 -2.39185 2.43741 -0.05 -0.03 -0.07 -0.27
P 0.80218 -1.12888 1.90504 -1.26 -0.57 0.34 0.93
C 0.59634 0.05446 3.28873 0.28 0.13 -0.11 -0.26
C 2.33813 -2.02057 2.35709 0.13 0.20 -0.04 -0.24
H -1.30557 -1.21218 4.59593 0.00 0.00 0.00 0.13
H -0.26107 -2.05255 5.75076 0.01 -0.01 0.00 0.13
H 2.12249 -1.70244 5.68117 0.00 0.00 0.00 0.13
H 2.81422 -0.58985 4.48960 -0.01 0.01 -0.01 0.14
H 1.21206 -3.80809 4.96928 -0.01 0.01 0.01 0.13
H 1.22173 -4.23369 3.25112 -0.01 0.00 0.00 0.13
H -1.43092 -1.97622 2.32220 0.00 -0.02 0.01 0.10
H -0.34729 -3.25015 1.76432 -0.03 0.01 0.00 0.11
H -0.38296 0.53405 3.21233 -0.02 -0.02 0.05 0.10
H 1.36696 0.82662 3.23944 -0.02 0.02 -0.05 0.11
H 3.19669 -1.35608 2.25796 0.00 0.01 -0.03 0.10
H 2.47332 -2.86902 1.68578 -0.02 -0.03 0.02 0.11